{"formula": "C31H41N2O4PSr", "method": "the ωB97M-V functional and the def2-TZVPD basis", "spin_multiplicity": 1, "de_lowest_kcal_mol": 0.5, "homo_lumo_gap_ev": 8.73, "charge": 2, "homo_energy_ha": -0.4833, "species": ["Sr", "C", "C", "O", "C", "C", "O", "C", "C", "O", "C", "C", "O", "H", "H", "H", "H", "H", "H", "H", "H", "H", "H", "H", "H", "H", "H", "H", "H", "N", "C", "C", "C", "C", "C", "C", "P", "C", "C", "C", "C", "C", "C", "C", "C", "C", "C", "C", "C", "H", "H", "H", "H", "H", "H", "H", "H", "H", "H", "H", "H", "H", "H", "H", "H", "C", "C", "C", "C", "C", "N", "H", "H", "H", "H", "H", "H", "H", "H", "H"], "coordinates": [[-0.117, -0.005, -0.329], [-2.300, 2.496, -1.328], [-1.652, 1.900, -2.568], [-0.308, 1.439, -2.379], [0.766, 2.384, -2.435], [0.919, 3.225, -1.183], [0.912, 2.377, -0.029], [0.640, 3.104, 1.172], [0.393, 2.137, 2.317], [-0.505, 1.075, 1.991], [-1.908, 1.309, 2.147], [-2.516, 2.145, 1.033], [-2.064, 1.631, -0.219], [-3.373, 2.593, -1.522], [-1.919, 3.495, -1.101], [-1.695, 2.636, -3.374], [-2.207, 1.018, -2.885], [0.648, 3.052, -3.292], [1.662, 1.784, -2.603], [0.114, 3.958, -1.098], [1.859, 3.780, -1.248], [-0.222, 3.755, 1.007], [1.486, 3.745, 1.436], [0.020, 2.707, 3.172], [1.323, 1.653, 2.617], [-2.112, 1.797, 3.103], [-2.358, 0.316, 2.165], [-2.234, 3.198, 1.124], [-3.606, 2.090, 1.104], [2.611, -0.396, 0.401], [3.418, -1.548, 0.052], [4.756, -1.402, -0.274], [5.516, -2.516, -0.602], [4.944, -3.780, -0.580], [3.605, -3.927, -0.252], [2.826, -2.814, 0.055], [1.033, -2.888, 0.312], [0.564, -4.628, 0.116], [0.508, -5.514, 1.191], [0.142, -6.835, 0.980], [-0.157, -7.280, -0.302], [-0.096, -6.403, -1.376], [0.251, -5.077, -1.167], [0.814, -2.540, 2.094], [1.871, -2.391, 2.989], [1.624, -2.055, 4.316], [0.322, -1.874, 4.762], [-0.739, -2.026, 3.878], [-0.494, -2.346, 2.552], [3.156, 0.444, 0.233], [2.421, -0.418, 1.404], [5.212, -0.418, -0.266], [6.559, -2.393, -0.860], [5.540, -4.649, -0.823], [3.153, -4.910, -0.249], [0.751, -5.174, 2.190], [0.100, -7.522, 1.815], [-0.432, -8.314, -0.464], [-0.324, -6.752, -2.375], [0.288, -4.387, -2.003], [2.890, -2.562, 2.659], [2.450, -1.953, 5.007], [0.135, -1.626, 5.798], [-1.757, -1.907, 4.229], [-1.323, -2.476, 1.862], [-3.341, -4.903, -0.431], [-4.021, -3.541, -0.220], [-5.180, -3.352, -1.210], [-4.516, -3.402, 1.229], [-3.023, -2.490, -0.456], [-2.226, -1.677, -0.609], [-4.069, -5.688, -0.228], [-2.489, -5.038, 0.238], [-2.995, -5.011, -1.459], [-5.916, -4.136, -1.031], [-4.836, -3.433, -2.240], [-5.667, -2.386, -1.075], [-5.264, -4.170, 1.419], [-4.976, -2.427, 1.395], [-3.701, -3.540, 1.941]]}

{"formula": "C24H20F6IN3O3ReS", "method": "the ωB97M-V functional and the def2-TZVPD basis", "spin_multiplicity": 2, "de_lowest_kcal_mol": 8.9, "homo_lumo_gap_ev": [7.16, 6.92], "charge": 2, "homo_energy_ha": [-0.4834, -0.4910], "species": ["Re", "F", "C", "C", "C", "C", "O", "C", "C", "N", "C", "C", "C", "C", "C", "C", "N", "C", "C", "N", "C", "C", "C", "O", "O", "H", "H", "H", "H", "H", "H", "H", "H", "H", "H", "H", "H", "H", "H", "H", "H", "H", "H", "F", "C", "C", "F", "C", "F", "C", "S", "C", "F", "C", "F", "I", "C", "H", "H"], "coordinates": [[-1.886, -3.883, 1.754], [2.443, 1.268, 2.345], [1.398, 1.147, 1.513], [0.670, -0.003, 1.538], [-0.467, -0.118, 0.720], [-1.274, -1.314, 0.762], [-0.819, -2.256, 1.532], [-2.430, -1.357, -0.007], [-2.697, -0.256, -0.815], [-1.945, 0.826, -0.906], [-2.347, 1.917, -1.787], [-1.532, 2.186, -3.019], [-2.904, 1.593, -3.137], [-0.815, 0.952, -0.110], [-0.034, 2.115, -0.139], [1.079, 2.232, 0.669], [1.839, 3.424, 0.626], [3.267, 3.381, 0.906], [3.940, 4.576, 0.259], [3.320, 5.840, 0.800], [1.829, 5.863, 0.584], [1.217, 4.613, 1.188], [-3.515, -2.411, -0.112], [-4.439, -2.231, -0.851], [-3.417, -3.524, 0.645], [0.947, -0.803, 2.210], [-3.591, -0.277, -1.423], [-2.768, 2.753, -1.244], [-0.700, 1.523, -3.212], [-1.380, 3.217, -3.305], [-2.963, 0.556, -3.437], [-3.717, 2.211, -3.488], [-0.281, 2.917, -0.817], [3.708, 2.480, 0.484], [3.485, 3.376, 1.983], [3.786, 4.594, -0.818], [5.005, 4.612, 0.483], [3.750, 6.657, 0.364], [3.519, 5.909, 1.801], [1.680, 5.899, -0.493], [1.443, 6.772, 1.042], [0.151, 4.620, 0.970], [1.321, 4.641, 2.285], [1.747, -6.260, -3.673], [1.190, -6.144, -2.485], [0.407, -5.035, -2.195], [0.214, -4.085, -3.101], [-0.158, -4.938, -0.942], [-0.919, -3.846, -0.668], [0.019, -5.889, 0.042], [-0.736, -5.770, 1.649], [0.807, -6.990, -0.272], [1.009, -7.936, 0.634], [1.391, -7.123, -1.522], [2.139, -8.176, -1.799], [-3.339, -1.830, 4.046], [-2.529, -3.779, 3.678], [-3.352, -4.482, 3.833], [-1.764, -3.953, 4.433]]}

{"formula": "C3H8S", "method": "the ωB97M-V functional and the def2-TZVPD basis", "spin_multiplicity": 1, "de_lowest_kcal_mol": 83.6, "homo_lumo_gap_ev": 6.61, "homo_energy_ha": -0.3480, "species": ["C", "C", "S", "C", "H", "H", "H", "H", "H", "H", "H", "H"], "coordinates": [[-0.244, 0.361, -1.307], [-0.727, -0.312, -0.022], [1.383, 2.049, 1.295], [0.417, -0.727, 0.912], [0.847, 0.418, -1.363], [-0.476, 1.429, -1.305], [-0.618, -0.107, -2.218], [-1.411, -1.153, -0.153], [-1.304, 0.411, 0.555], [0.028, -1.187, 1.821], [1.173, -1.381, 0.496], [0.933, 0.199, 1.290]]}

{"formula": "C14H11Br4Cl2N2NaO3", "method": "the ωB97M-V functional and the def2-TZVPD basis", "spin_multiplicity": 1, "de_lowest_kcal_mol": 33.2, "homo_lumo_gap_ev": [5.18, 5.10], "charge": -2, "homo_energy_ha": [-0.0512, -0.0512], "species": ["Na", "Br", "C", "C", "Br", "C", "Br", "C", "O", "C", "O", "C", "Br", "N", "C", "C", "C", "C", "C", "N", "H", "H", "H", "H", "H", "H", "C", "C", "O", "H", "H", "H", "Cl", "C", "Cl", "H", "H"], "coordinates": [[0.234, -0.165, -0.122], [5.069, -5.314, 0.002], [4.222, -3.612, 0.057], [4.967, -2.464, 0.194], [6.864, -2.532, 0.286], [4.298, -1.224, 0.255], [5.269, 0.400, 0.494], [2.911, -1.082, 0.181], [2.328, 0.065, 0.288], [2.111, -2.307, -0.020], [0.844, -2.236, -0.153], [2.820, -3.520, -0.039], [1.744, -5.077, -0.232], [-2.899, -1.236, -2.073], [-2.975, -1.686, -0.772], [-3.916, -2.659, -0.403], [-3.969, -3.058, 0.910], [-3.099, -2.487, 1.835], [-2.212, -1.538, 1.371], [-2.133, -1.143, 0.101], [-3.765, -1.290, -2.584], [-2.460, -0.330, -2.143], [-4.598, -3.057, -1.142], [-4.696, -3.798, 1.221], [-3.109, -2.765, 2.879], [-1.516, -1.068, 2.059], [1.532, 2.737, 1.239], [1.053, 2.604, -0.177], [1.506, 3.059, -1.164], [2.276, 3.534, 1.310], [1.990, 1.767, 1.460], [0.685, 2.914, 1.899], [-6.516, 1.242, -0.981], [-4.069, 2.568, -0.311], [-2.372, 2.132, -0.347], [-4.441, 2.698, 0.690], [-4.323, 3.254, -1.100]]}